A cluster of 8 separate species, C14H40B4F16N4O4 in total at a distorted geometry. Source: the Open Molecules 2025 dataset; level of theory: ωB97M-V with the def2-TZVPD basis set.

Output
- Expectation value of S²: 0.7503
- Molar mass: 675.71 g mol⁻¹
- Lowest unoccupied orbital energy (alpha / beta): 0.56 / 0.63 eV
- HOMO energy (alpha / beta): -2.37 / -7.66 eV
- Net charge: -1
- Spin multiplicity: 2

Positions of all 82 atoms, in Å:
1 C 0.173135 4.434422 -1.691988
2 C 1.009615 4.498612 -2.981758
3 O 0.716925 5.336262 -3.840388
4 N 2.310005 3.648162 -3.073738
5 H 2.887485 3.840672 -2.267788
6 H 2.019795 2.682812 -3.010638
7 C 3.163785 3.835412 -4.366048
8 H -0.714375 5.067152 -1.700248
9 H 0.795025 4.760282 -0.858218
10 H -0.089245 3.401222 -1.464468
11 H 2.428765 3.566432 -5.124658
12 H 3.971975 3.105792 -4.315248
13 H 3.367135 4.906252 -4.358808
14 C 1.321995 0.406602 2.319402
15 C 0.305235 0.856482 1.313752
16 O 0.512645 1.766232 0.451442
17 N -1.119885 0.204732 1.461992
18 H -1.099675 -0.804378 1.499302
19 H -1.531385 0.682582 2.250942
20 C -1.920245 0.420692 0.182432
21 H 1.806085 -0.485048 1.921012
22 H 1.000845 0.313692 3.356862
23 H 2.109285 1.158822 2.368842
24 H -1.481235 -0.049938 -0.697268
25 H -2.189665 1.447982 -0.062928
26 H -2.865955 -0.096388 0.344782
27 C -2.639965 -1.060278 -8.113198
28 C -2.274925 -0.699848 -6.699968
29 C -3.345875 -1.049128 -5.595688
30 O -2.802285 -0.978258 -4.250568
31 C -2.936635 0.317412 -3.693728
32 N -0.917295 -1.415938 -6.464678
33 H -0.490305 -0.903768 -5.706088
34 H -1.001915 -2.405638 -6.281838
35 H -0.227735 -1.200328 -7.170458
36 H -1.935645 -0.624458 -8.821778
37 H -3.568835 -0.524948 -8.309958
38 H -2.798045 -2.132808 -8.226338
39 H -1.980105 0.344502 -6.597348
40 H -3.606475 -2.106428 -5.643788
41 H -4.251515 -0.450838 -5.695458
42 H -3.929745 0.746292 -3.827478
43 H -2.238325 1.060462 -4.078878
44 H -2.861945 0.449372 -2.614328
45 C 2.582325 -3.805958 2.942382
46 C 2.786405 -3.259088 4.320852
47 C 1.563955 -2.549648 4.925442
48 O 2.195175 -1.717538 5.973502
49 C 1.459665 -0.649258 6.639132
50 N 3.227995 -4.468198 5.203372
51 H 2.518325 -5.186778 5.213712
52 H 4.078385 -4.891268 4.859922
53 H 3.438605 -4.300658 6.176862
54 H 1.661205 -4.380518 2.844772
55 H 3.431055 -4.372138 2.558732
56 H 2.457455 -2.930968 2.304482
57 H 3.653955 -2.619908 4.156802
58 H 0.806555 -3.223458 5.325972
59 H 0.990995 -1.971718 4.200312
60 H 1.975595 -0.457098 7.579872
61 H 0.459665 -1.061568 6.773692
62 H 1.513785 0.247452 6.021822
63 B -4.416395 3.167102 0.152262
64 F -5.275685 4.211182 0.490352
65 F -4.103265 2.488382 1.315612
66 F -4.922425 2.347302 -0.835048
67 F -3.224025 3.725372 -0.375438
68 B -2.607195 0.853462 4.127022
69 F -1.461805 0.209272 4.579332
70 F -3.299645 -0.085258 3.350792
71 F -3.353725 1.281102 5.199342
72 F -2.202855 1.910532 3.352852
73 B -0.601935 -3.038468 0.926232
74 F -0.059395 -4.042208 0.111102
75 F -0.987635 -3.722358 2.088742
76 F 0.346595 -2.186588 1.364622
77 F -1.691775 -2.413258 0.316992
78 B 4.775235 0.100762 3.187152
79 F 5.679885 1.138832 3.053962
80 F 5.442465 -0.971108 3.662412
81 F 3.875525 0.635202 4.098602
82 F 4.206435 -0.281848 1.946492

Cartesian forces (eV/Å) of the 3 atoms listed first:
1.2 -1.0 -0.3
-2.7 4.1 -1.0
2.2 -3.3 1.8

Results of the Mulliken charge analysis, in e, for atoms 1 through 8:
1. C -0.96
2. C 0.32
3. O -0.36
4. N -0.03
5. H 0.38
6. H 0.42
7. C -1.09
8. H 0.35